ORCA calculation (ωB97M-V/def2-TZVPD) on C6H11ClN as an isolated structure at a distorted geometry.

Computed properties:
Relative energy (zero: lowest compared OMol25 entry of this formula, charge and spin) = 2.2685 eV
E_tot = -749.79320 Ha
Frontier orbital gap = 8.877 eV
HOMO level = -14.09 eV
LUMO level = -5.21 eV

```
! wB97M-V def2-TZVPD RIJCOSX def2/J DEFGRID3
* xyz 1 1
Cl 3.00755 0.21996 -0.64168
N 0.72614 -0.49749 0.41091
C 0.74532 -1.75938 0.65844
C -0.61721 -0.25546 -1.67597
C 1.79221 0.44920 0.50989
C 0.31985 1.62249 0.00020
C -1.65579 0.18543 0.78424
C -0.32538 0.27144 -0.11895
H -0.30552 0.49991 -2.46075
H -0.17899 -2.49278 0.53301
H 2.14885 0.62949 1.55581
H -2.53918 0.59044 0.30541
H -1.70797 -0.32450 -1.62508
H 0.44932 2.32665 -0.93363
H 1.69734 -2.27150 0.94544
H -1.50408 0.77379 1.71562
H 0.12844 2.13949 0.86046
H -0.32974 -1.27635 -1.81032
H -1.85116 -0.83085 0.98697
*
```